Record 1
Computed, not measured: 14 unconnected molecules or ions with the total composition C28H84O28 at a distorted geometry, with wB97M-V/def2-TZVPD.

Atoms and positions in Å:
C1 10.37 3.55 -17.92
C2 10.54 3.55 -16.40
O1 9.53 4.34 -15.81
O2 9.20 2.85 -18.29
H1 11.21 3.15 -18.48
H2 10.38 4.60 -18.21
H3 11.52 3.98 -16.18
H4 10.55 2.48 -16.18
H5 8.70 3.91 -15.98
H6 8.57 3.56 -18.40
C3 9.43 7.42 -19.10
C4 8.19 6.80 -18.36
O3 7.93 5.47 -18.93
O4 9.17 7.68 -20.50
H7 10.27 6.75 -18.94
H8 9.82 8.36 -18.69
H9 7.28 7.38 -18.50
H10 8.53 6.71 -17.33
H11 8.02 5.45 -19.89
H12 10.00 7.36 -20.86
C5 11.69 4.33 -21.46
C6 12.07 5.52 -22.39
O5 11.69 6.71 -21.80
O6 10.34 3.83 -21.71
H13 11.84 4.73 -20.46
H14 12.42 3.53 -21.58
H15 11.55 5.58 -23.35
H16 13.14 5.62 -22.59
H17 11.94 7.33 -22.49
H18 10.21 2.95 -21.37
C7 13.22 8.15 -17.46
C8 13.72 6.85 -17.97
O7 12.81 5.79 -17.97
O8 12.93 8.25 -16.04
H19 12.29 8.45 -17.95
H20 13.95 8.85 -17.85
H21 14.61 6.57 -17.42
H22 14.04 7.05 -18.99
H23 13.07 4.93 -18.32
H24 12.30 7.59 -15.75
C9 16.62 8.50 -21.71
C10 15.38 8.20 -22.55
O9 14.77 9.39 -23.02
O10 17.75 9.11 -22.37
H25 16.96 7.52 -21.36
H26 16.28 8.97 -20.79
H27 14.67 7.76 -21.85
H28 15.60 7.52 -23.38
H29 15.12 9.65 -23.87
H30 17.66 10.07 -22.38
C11 15.21 4.14 -19.55
C12 15.84 3.22 -20.65
O11 14.90 3.04 -21.78
O12 14.09 3.50 -18.90
H31 14.90 5.09 -19.99
H32 15.88 4.53 -18.78
H33 15.98 2.28 -20.12
H34 16.78 3.63 -21.02
H35 14.37 2.26 -21.56
H36 14.45 2.73 -18.44
C13 13.18 7.21 -26.97
C14 12.26 6.02 -26.58
O13 12.97 4.80 -26.60
O14 14.27 7.63 -26.12
H37 12.59 8.12 -27.06
H38 13.76 7.06 -27.88
H39 11.48 6.01 -27.34
H40 11.84 6.20 -25.59
H41 13.28 4.69 -27.51
H42 14.94 6.95 -26.24
C15 9.83 10.11 -24.53
C16 10.28 8.65 -24.60
O15 11.51 8.59 -23.90
O16 10.74 10.93 -25.24
H43 9.60 10.46 -23.53
H44 8.85 10.16 -25.00
H45 10.42 8.34 -25.63
H46 9.65 7.89 -24.14
H47 11.99 9.38 -24.17
H48 10.50 10.92 -26.17
C17 9.89 0.00 -21.27
C18 9.01 -1.12 -20.64
O17 7.71 -0.74 -20.49
O18 10.38 1.02 -20.41
H49 9.29 0.33 -22.12
H50 10.75 -0.41 -21.80
H51 9.37 -1.64 -19.75
H52 9.03 -2.04 -21.22
H53 7.58 -0.39 -19.61
H54 9.66 1.35 -19.86
C19 12.30 10.32 -20.80
C20 12.02 11.75 -21.32
O19 12.17 12.64 -20.21
O20 13.63 10.06 -20.59
H55 11.83 9.59 -21.45
H56 11.86 10.26 -19.81
H57 11.02 11.98 -21.70
H58 12.74 12.01 -22.08
H59 12.79 13.29 -20.54
H60 13.98 9.87 -21.46
C21 11.06 2.00 -24.67
C22 9.87 2.52 -25.30
O21 10.14 3.56 -26.20
O22 12.00 1.39 -25.61
H61 10.70 1.20 -24.02
H62 11.59 2.73 -24.06
H63 9.23 2.91 -24.51
H64 9.29 1.71 -25.74
H65 10.87 4.12 -25.93
H66 12.15 2.07 -26.27
C23 6.80 2.68 -21.63
C24 5.85 2.27 -22.78
O23 5.11 3.46 -23.15
O24 6.11 3.14 -20.44
H67 7.44 3.47 -22.02
H68 7.50 1.88 -21.40
H69 5.20 1.48 -22.41
H70 6.38 1.89 -23.65
H71 4.27 3.12 -23.43
H72 5.76 2.36 -20.01
C25 7.64 6.08 -22.81
C26 8.04 5.46 -24.18
O25 7.65 6.34 -25.25
O26 6.24 6.01 -22.54
H73 7.92 7.13 -22.76
H74 8.13 5.57 -21.99
H75 7.54 4.50 -24.30
H76 9.13 5.39 -24.22
H77 6.73 6.57 -25.09
H78 6.11 5.07 -22.42
C27 13.63 0.28 -19.82
C28 13.72 -1.26 -19.97
O27 14.54 -1.72 -18.86
O28 12.97 0.90 -21.00
H79 14.55 0.84 -19.74
H80 13.15 0.61 -18.90
H81 14.15 -1.52 -20.93
H82 12.69 -1.59 -20.08
H83 15.35 -1.85 -19.35
H84 12.04 1.00 -20.75

## Properties
- orbital gap (spin up / spin down) (eV) = 9.180 / 2.570
- spin multiplicity = 2
- largest force on an atom (eV/A) = 3.11
- energy above the lowest of the compared OMol25 structures with the same formula, charge and spin (kcal per mole) = 10.6
- E_LUMO (spin up / spin down) (eV) = -2.2 / -8.8
- total charge = +1
- calculated total energy (a.u.) = -3223.299880


Record 2
Computed, not measured: 13 unconnected molecules or ions with the total composition C28H87N21O13 at a distorted geometry, with wB97M-V/def2-TZVPD.

Atoms and positions in Å:
C1 5.84 7.42 1.82
O1 5.25 6.40 2.17
N1 7.03 7.85 2.23
N2 5.48 8.35 1.02
H1 7.48 8.70 1.92
H2 7.42 7.30 2.98
H3 4.60 8.24 0.53
H4 6.09 9.14 1.13
C2 -5.84 5.37 1.56
O2 -5.15 5.63 0.59
N3 -5.36 5.14 2.76
N4 -7.12 5.49 1.58
H5 -4.37 5.01 2.93
H6 -6.05 4.98 3.47
H7 -7.62 5.79 0.76
H8 -7.75 5.20 2.32
C3 -2.30 1.92 -7.83
O3 -3.49 2.08 -8.09
N5 -1.81 0.69 -7.65
N6 -1.43 2.90 -7.78
H9 -0.84 0.63 -7.93
H10 -2.39 -0.12 -7.44
H11 -1.71 3.81 -8.12
H12 -0.68 2.83 -7.11
C4 5.29 3.70 -4.92
O4 4.61 2.73 -5.05
N7 5.26 4.48 -3.90
N8 6.41 3.88 -5.47
H13 5.74 5.37 -3.91
H14 4.65 4.20 -3.15
H15 6.69 3.16 -6.13
H16 7.13 4.51 -5.16
C5 0.27 10.96 -3.96
O5 0.62 11.48 -2.92
N9 -0.42 9.82 -4.01
N10 0.53 11.51 -5.15
H17 -0.68 9.42 -3.13
H18 -0.21 9.24 -4.81
H19 1.01 12.38 -5.32
H20 0.36 10.96 -5.98
C6 1.19 -5.82 -6.48
O6 0.57 -4.86 -6.90
N11 2.30 -5.80 -5.78
N12 1.04 -6.93 -7.09
H21 2.97 -6.53 -5.97
H22 2.67 -4.89 -5.54
H23 0.22 -6.86 -7.68
H24 1.45 -7.80 -6.77
C7 5.50 -3.29 -1.81
O7 4.45 -3.06 -1.25
N13 6.31 -4.32 -1.49
N14 5.92 -2.60 -2.83
H25 5.83 -5.03 -0.96
H26 7.16 -4.50 -2.01
H27 6.81 -2.69 -3.29
H28 5.42 -1.77 -3.12
C8 -8.12 4.84 -4.97
O8 -9.02 5.25 -4.22
N15 -8.32 4.34 -6.12
N16 -6.84 5.01 -4.71
H29 -7.49 4.13 -6.66
H30 -9.14 3.87 -6.49
H31 -6.14 4.68 -5.36
H32 -6.46 5.30 -3.82
C9 -0.39 -4.11 6.69
C10 0.08 -2.67 6.63
C11 1.58 -2.59 6.30
O9 2.27 -1.32 6.24
C12 2.24 -0.63 7.52
N17 -0.61 -1.82 5.65
H33 0.14 -4.67 7.46
H34 -0.22 -4.48 5.68
H35 -1.47 -4.10 6.90
H36 -0.18 -2.27 7.61
H37 1.61 -2.98 5.29
H38 2.16 -3.27 6.92
H39 3.00 0.15 7.46
H40 2.40 -1.18 8.44
H41 1.33 -0.06 7.70
H42 -0.98 -2.32 4.85
H43 -0.17 -0.93 5.44
C13 -0.05 8.73 6.92
C14 1.19 8.02 6.24
C15 1.90 7.11 7.28
O10 2.53 7.71 8.43
C16 3.59 8.60 8.17
N18 0.81 7.35 5.10
H44 -0.74 7.91 7.11
H45 -0.47 9.60 6.42
H46 0.31 9.18 7.84
H47 1.97 8.71 5.91
H48 2.57 6.64 6.56
H49 1.27 6.35 7.76
H50 3.26 9.64 8.08
H51 4.28 8.42 7.35
H52 4.24 8.75 9.03
H53 1.67 7.06 4.66
H54 0.35 7.98 4.45
C17 -7.17 -9.77 1.71
C18 -6.15 -8.55 1.65
C19 -6.67 -7.53 0.69
O11 -6.92 -7.92 -0.63
C20 -5.82 -7.72 -1.44
N19 -6.11 -8.08 2.98
H55 -7.52 -9.90 0.69
H56 -8.07 -9.70 2.32
H57 -6.69 -10.68 2.08
H58 -5.16 -8.90 1.34
H59 -6.17 -6.57 0.73
H60 -7.67 -7.30 1.05
H61 -4.88 -8.08 -1.03
H62 -5.92 -6.65 -1.67
H63 -5.97 -8.29 -2.36
H64 -7.05 -7.98 3.33
H65 -5.73 -7.15 3.09
C21 0.33 2.40 -0.50
C22 -0.42 1.20 -1.13
C23 -0.92 0.19 -0.11
O12 -1.74 -0.92 -0.54
C24 -1.15 -1.81 -1.47
N20 -1.59 1.78 -1.71
H66 0.31 3.33 -1.06
H67 1.39 2.15 -0.44
H68 -0.19 2.70 0.41
H69 0.19 0.80 -1.94
H70 -1.57 0.62 0.66
H71 -0.05 -0.29 0.32
H72 -0.39 -2.45 -1.02
H73 -0.75 -1.22 -2.29
H74 -1.85 -2.47 -1.97
H75 -2.22 1.03 -1.92
H76 -2.04 2.42 -1.07
C25 1.30 -9.61 0.83
C26 2.35 -9.33 -0.21
C27 3.38 -10.37 -0.56
O13 3.91 -9.84 -1.79
C28 5.17 -10.36 -2.19
N21 1.47 -8.95 -1.25
H77 1.94 -9.98 1.64
H78 0.66 -10.43 0.50
H79 0.76 -8.81 1.32
H80 2.88 -8.44 0.14
H81 2.98 -11.29 -0.99
H82 4.17 -10.62 0.15
H83 4.93 -10.56 -3.23
H84 5.20 -11.35 -1.75
H85 6.03 -9.70 -2.06
H86 2.15 -8.49 -1.84
H87 0.74 -8.30 -0.97

## Properties
- orbital gap (eV) = 8.701
- largest force on an atom (eV/A) = 8.82
- energy above the lowest of the compared OMol25 structures with the same formula, charge and spin (kcal per mole) = 275.6
- E_LUMO (eV) = 0.2
- calculated total energy (a.u.) = -3246.896032


Record 3
Computed, not measured: 16 unconnected molecules or ions with the total composition C28H92N28O16 at a distorted geometry, with wB97M-V/def2-TZVPD.

Atoms and positions in Å:
C1 4.83 -2.75 -2.41
O1 5.10 -2.21 -3.45
N1 5.71 -3.36 -1.74
N2 3.71 -2.83 -1.77
H1 5.48 -3.84 -0.88
H2 6.66 -3.37 -2.06
H3 3.71 -3.46 -0.98
H4 2.92 -2.46 -2.27
C2 3.46 3.43 0.68
O2 2.44 3.74 0.23
N3 4.29 2.52 0.11
N4 3.91 3.74 1.90
H5 5.11 2.34 0.67
H6 3.97 2.03 -0.71
H7 3.60 4.63 2.26
H8 4.78 3.33 2.20
C3 -0.12 1.70 2.92
O3 -0.75 0.79 2.51
N5 0.68 2.29 2.22
N6 -0.17 2.18 4.17
H9 0.59 1.87 1.31
H10 1.22 3.13 2.38
H11 -0.88 1.83 4.79
H12 0.15 3.13 4.30
C4 1.10 -2.56 -4.10
O4 1.20 -2.91 -3.00
N7 -0.01 -2.63 -4.70
N8 2.10 -2.17 -4.90
H13 -0.13 -2.54 -5.69
H14 -0.75 -2.94 -4.09
H15 1.81 -1.78 -5.78
H16 3.04 -2.17 -4.53
C5 6.23 -2.07 2.44
O5 6.78 -1.77 3.49
N9 5.93 -1.35 1.36
N10 5.86 -3.27 2.04
H17 5.97 -0.34 1.44
H18 5.47 -1.72 0.54
H19 5.24 -3.50 1.27
H20 6.06 -4.07 2.63
C6 2.47 4.55 -3.64
O6 2.58 5.61 -3.03
N11 1.44 3.77 -3.60
N12 3.37 4.14 -4.50
H21 0.74 4.03 -2.92
H22 1.55 2.93 -4.15
H23 3.15 3.31 -5.03
H24 4.34 4.44 -4.43
C7 3.07 0.79 -3.43
O7 1.91 1.06 -3.75
N13 3.31 0.47 -2.18
N14 4.10 0.71 -4.16
H25 2.63 0.66 -1.46
H26 4.24 0.14 -1.95
H27 4.01 0.83 -5.16
H28 5.01 0.55 -3.75
C8 -5.27 1.19 -1.62
O8 -5.08 0.45 -2.55
N15 -5.17 2.49 -1.61
N16 -5.83 0.92 -0.45
H29 -5.51 3.15 -0.93
H30 -4.67 2.90 -2.39
H31 -5.88 1.68 0.22
H32 -5.99 -0.04 -0.20
C9 -2.02 3.25 -4.53
O9 -2.32 4.11 -5.35
N17 -1.92 3.53 -3.28
N18 -1.80 1.97 -4.76
H33 -1.55 2.90 -2.58
H34 -1.99 4.50 -3.00
H35 -1.85 1.67 -5.72
H36 -1.44 1.33 -4.06
C10 2.62 -4.82 0.78
O10 3.80 -4.48 0.62
N19 1.65 -4.89 -0.04
N20 2.44 -5.50 1.83
H37 0.75 -5.20 0.30
H38 1.83 -4.22 -0.77
H39 1.52 -5.84 2.05
H40 3.21 -5.45 2.49
C11 -3.31 -2.34 -5.01
O11 -3.59 -3.01 -4.07
N21 -3.39 -1.04 -4.98
N22 -2.86 -2.82 -6.13
H41 -3.41 -0.57 -5.87
H42 -3.94 -0.55 -4.28
H43 -2.74 -3.83 -6.16
H44 -2.72 -2.27 -6.96
C12 -1.27 -2.60 2.92
O12 -1.65 -3.68 3.36
N23 -1.81 -2.11 1.88
N24 -0.36 -1.84 3.44
H45 -2.34 -2.64 1.21
H46 -1.54 -1.14 1.82
H47 0.27 -2.30 4.08
H48 -0.26 -0.88 3.13
C13 -3.18 4.27 0.89
C14 -4.25 3.51 1.77
C15 -4.35 4.09 3.19
O13 -4.20 5.46 3.32
C16 -3.59 5.97 4.52
N25 -5.48 3.72 1.01
H49 -3.13 3.98 -0.16
H50 -2.16 3.99 1.15
H51 -3.17 5.36 0.92
H52 -3.96 2.46 1.85
H53 -3.58 3.61 3.80
H54 -5.37 3.87 3.50
H55 -2.59 5.54 4.57
H56 -4.02 5.67 5.48
H57 -3.59 7.05 4.40
H58 -6.23 3.44 1.63
H59 -5.47 4.71 0.84
C17 2.94 -2.29 4.62
C18 2.27 -1.77 5.98
C19 2.01 -0.22 5.99
O14 3.26 0.46 5.95
C20 3.10 1.84 5.70
N26 0.99 -2.50 6.07
H60 3.90 -1.77 4.53
H61 2.29 -2.06 3.78
H62 3.20 -3.35 4.57
H63 2.87 -2.10 6.83
H64 1.50 0.14 6.89
H65 1.38 -0.03 5.12
H66 2.54 2.25 6.53
H67 2.71 2.09 4.71
H68 4.06 2.36 5.67
H69 1.29 -3.46 6.06
H70 0.71 -2.35 7.03
C21 -1.84 0.34 -1.71
C22 -0.63 0.94 -0.97
C23 0.30 -0.28 -0.62
O15 1.49 0.30 -0.08
C24 2.29 -0.69 0.66
N27 0.04 1.85 -1.81
H71 -2.39 1.18 -2.14
H72 -2.47 -0.14 -0.97
H73 -1.62 -0.38 -2.50
H74 -1.11 1.62 -0.27
H75 0.57 -0.91 -1.47
H76 -0.10 -0.92 0.17
H77 2.44 -1.51 -0.04
H78 1.71 -1.05 1.50
H79 3.19 -0.25 1.08
H80 0.58 1.29 -2.44
H81 0.73 2.35 -1.27
C25 -6.68 -2.57 -0.22
C26 -5.23 -2.98 0.12
C27 -4.20 -2.91 -1.04
O16 -2.98 -3.33 -0.48
C28 -1.85 -3.34 -1.29
N28 -4.72 -2.05 1.17
H82 -7.23 -2.54 0.72
H83 -7.18 -3.12 -1.02
H84 -6.81 -1.53 -0.52
H85 -5.35 -4.01 0.45
H86 -4.22 -1.87 -1.36
H87 -4.51 -3.52 -1.89
H88 -1.05 -3.47 -0.55
H89 -1.84 -2.39 -1.81
H90 -1.86 -4.12 -2.05
H91 -5.24 -2.34 1.99
H92 -3.74 -2.17 1.36

## Properties
- orbital gap (eV) = 8.781
- largest force on an atom (eV/A) = 9.78
- energy above the lowest of the compared OMol25 structures with the same formula, charge and spin (kcal per mole) = 250.8
- E_LUMO (eV) = 0.0
- calculated total energy (a.u.) = -3859.232747


Which value of largest force on an atom does entry 1 give?
3.11 eV/A


Look up the energy above the lowest of the compared OMol25 structures with the same formula, charge and spin of the second one.
275.6 kcal per mole


The lowest calculated total energy belongs to which entry?
C28H92N28O16


Among the records above, which one has the lowest energy above the lowest of the compared OMol25 structures with the same formula, charge and spin?
C28H84O28